No. 1
C35H33BrN5O2Sr | the ωB97M-V functional and the def2-TZVPD basis

Structure (XYZ):
```
77
Properties=species:S:1:pos:R:3:forces:R:3
Sr 0.121206 -0.489484 -1.129744 -0.46 0.05 0.02
C -1.532322 -2.292217 2.002545 0.00 0.01 0.00
N -1.263949 -0.861370 2.134097 0.00 -0.02 -0.03
C -0.093911 -0.666226 3.007728 0.06 0.02 0.01
C 0.884894 0.408720 2.526871 -0.01 -0.07 -0.04
C 2.146090 -0.180363 1.915049 0.05 0.10 0.13
N 1.837739 -1.122303 0.843293 0.02 -0.02 -0.31
C 2.767911 -1.929790 0.517114 0.13 -0.02 -0.08
C 2.830741 -2.868999 -0.601691 0.00 0.07 0.19
C 4.113761 -3.374007 -0.878305 -0.04 0.00 0.06
C 4.363179 -4.256064 -1.901002 -0.06 -0.05 -0.08
C 3.277736 -4.679583 -2.682334 0.12 0.02 0.08
C 2.010988 -4.221951 -2.429390 -0.12 0.02 0.00
C 1.716328 -3.289821 -1.388957 0.11 -0.35 -0.12
O 0.503512 -2.901654 -1.201755 0.22 0.37 0.02
C -2.454367 -0.207844 2.683316 -0.03 0.04 -0.01
C -2.378041 1.312749 2.784411 0.04 0.02 -0.05
C -2.535426 2.040551 1.434120 -0.03 -0.03 0.05
N -1.477130 3.015469 1.234553 0.05 0.05 -0.01
C -0.612297 2.687679 0.361032 -0.08 -0.08 0.11
C 0.613322 3.401445 0.036904 -0.07 -0.02 0.03
C 0.830437 4.704487 0.494386 -0.08 0.00 0.04
C 1.993657 5.385736 0.214907 0.10 -0.03 -0.07
C 2.979202 4.736482 -0.544980 -0.10 0.07 0.08
C 2.793051 3.453680 -0.998977 0.03 -0.04 -0.04
C 1.603350 2.721376 -0.726776 0.24 -0.01 -0.13
O 1.475983 1.504876 -1.143366 -0.24 -0.20 0.22
H -1.653833 -2.772034 2.988014 0.00 -0.01 0.00
H -0.713048 -2.774138 1.467172 0.01 0.00 0.00
H -2.445557 -2.449500 1.433682 0.00 0.01 0.00
H 0.439660 -1.618252 3.053973 0.01 0.01 0.03
H -0.428564 -0.449537 4.032017 -0.03 -0.03 0.00
H 1.176172 1.068960 3.347421 -0.01 0.02 -0.01
H 0.391155 1.036163 1.786985 0.00 0.03 0.02
H 2.745280 -0.665106 2.698755 0.01 -0.05 -0.04
H 2.747511 0.635538 1.501581 -0.02 -0.02 -0.05
H 3.705542 -1.917574 1.094121 -0.04 0.06 0.06
H 4.934441 -3.036526 -0.252757 0.00 0.00 0.00
H 5.364965 -4.614269 -2.095118 0.00 0.00 0.00
H 3.439951 -5.380932 -3.493240 -0.01 0.00 0.00
H 1.171206 -4.556227 -3.027724 0.00 0.01 0.00
H -2.667616 -0.619556 3.686847 0.01 -0.03 -0.01
H -3.300697 -0.480315 2.045177 -0.01 0.00 0.02
H -1.426878 1.614248 3.227628 -0.02 -0.01 0.04
H -3.154998 1.637246 3.479830 0.01 0.01 0.01
H -3.499222 2.554934 1.402435 -0.01 -0.01 -0.02
H -2.534268 1.296511 0.623826 0.00 0.01 -0.02
H -0.779196 1.753999 -0.186578 0.06 0.14 -0.16
H 0.044274 5.167471 1.080427 0.00 -0.01 -0.01
H 2.143628 6.397818 0.567292 0.00 0.00 0.00
H 3.902266 5.256436 -0.778369 0.01 -0.01 -0.01
H 3.555119 2.953089 -1.584852 0.00 0.00 0.00
N -7.900170 6.022129 -2.383940 0.00 0.00 0.00
C -7.018626 5.283966 -2.436484 0.07 -0.05 0.01
C -5.922190 4.356837 -2.502518 -0.05 0.02 -0.01
C -4.797384 4.532186 -1.694844 -0.02 0.04 0.02
C -3.750755 3.635992 -1.761441 0.01 -0.05 -0.03
C -3.796320 2.534113 -2.633307 0.04 0.04 0.03
C -4.932372 2.375867 -3.442227 0.02 -0.01 0.02
C -5.979758 3.272424 -3.378404 -0.06 0.03 -0.01
C -2.723273 1.597291 -2.665760 -0.05 -0.06 0.01
C -1.829665 0.754205 -2.621486 0.27 0.02 0.10
H -4.752844 5.376676 -1.019227 0.01 -0.01 0.00
H -2.874364 3.769009 -1.139917 -0.01 0.02 0.01
H -4.972947 1.532614 -4.118622 -0.01 0.00 -0.01
H -6.855073 3.145787 -4.002587 0.02 -0.03 -0.01
Br -6.383889 -3.745457 -2.590020 0.02 0.01 0.01
C -4.770379 -2.982982 -1.946580 -0.09 -0.05 -0.05
C -3.599497 -3.711994 -1.997616 0.02 -0.01 0.01
C -2.443520 -3.108993 -1.520785 0.01 0.04 0.10
N -2.414933 -1.870946 -1.022767 -0.10 -0.06 -0.18
C -3.561624 -1.192323 -0.995668 0.02 0.07 0.06
C -4.773440 -1.700417 -1.436909 0.04 -0.02 0.02
H -3.578606 -4.714947 -2.398285 0.02 0.00 0.00
H -1.489884 -3.623513 -1.535573 0.00 0.00 -0.02
H -3.512442 -0.177864 -0.621897 0.00 -0.01 -0.02
H -5.673087 -1.103880 -1.400288 0.01 0.01 0.01
```
Positions in Å, forces in eV/Å.

Properties
- E_tot (Eh) = -4382.60349
- ΔE to the lowest compared entry with this formula, charge and spin (kcal/mol) = 11.18
- net charge = -1
- LUMO energy (eV) = 2.17

No. 2
C12H31B2NO3 | the ωB97M-V functional and the def2-TZVPD basis

Structure (XYZ):
```
49
Properties=species:S:1:pos:R:3:forces:R:3
O 3.187891 -3.079002 5.248313 -1.27 1.76 1.65
B 3.487316 -3.140527 3.804316 0.26 0.25 0.03
C 2.208419 -3.509537 2.839323 -2.12 -0.86 -1.89
B 0.747013 -2.990693 3.385849 -0.04 -0.94 -0.49
O -0.219201 -4.021829 3.893185 2.15 2.01 1.18
O 0.264842 -1.584522 3.384838 0.92 -1.61 2.26
H 2.931945 -2.146814 5.540860 0.68 -2.07 -0.83
H 3.966212 -2.091332 3.481118 0.24 0.91 -0.49
H 4.305364 -3.998380 3.625454 0.46 -0.49 -0.06
H 2.143077 -4.694894 2.730534 -0.07 2.40 0.10
H 2.450077 -3.085921 1.750047 -0.53 -0.79 2.09
H 0.195017 -4.322328 4.755369 -0.59 0.10 -1.51
H 0.223262 -1.345029 4.374478 -0.23 -0.50 -2.23
C 1.515254 -0.140853 0.775362 0.11 0.12 0.10
C 1.809818 1.012237 -0.169039 0.11 -0.09 -0.06
C 0.736786 2.107230 -0.208971 0.24 0.05 -0.19
C -0.701230 1.692833 -0.531781 0.16 0.24 0.15
N -1.035658 1.257656 -1.986101 -0.28 -0.19 -0.67
C -2.238312 2.070313 -2.522119 0.27 -0.24 0.43
C -1.631380 3.391958 -2.943132 -0.38 0.40 0.33
C -0.296755 3.020828 -3.546766 0.72 0.38 -0.50
C 0.035174 1.621881 -3.046602 -0.14 -0.29 0.13
C -1.331850 -0.260055 -2.050794 -0.31 0.13 -0.11
C -2.714011 -0.703602 -1.537847 0.04 -0.01 0.05
C -2.975963 -0.589752 -0.046334 -0.11 0.02 0.25
H 0.634363 -0.706351 0.465157 -0.04 -0.08 0.13
H 2.361388 -0.834545 0.785803 -0.20 0.06 0.15
H 1.356764 0.216899 1.796840 -0.03 -0.24 -0.09
H 1.998898 0.597135 -1.162057 0.04 0.08 -0.13
H 2.750440 1.480485 0.146320 -0.16 0.01 -0.14
H 1.057770 2.922096 -0.867224 -0.07 0.01 -0.01
H 0.708262 2.553097 0.795905 -0.25 -0.10 -0.18
H -1.363119 2.530433 -0.288131 0.06 -0.14 -0.26
H -0.980713 0.879845 0.134008 -0.03 -0.12 -0.28
H -2.640310 1.534843 -3.388729 0.12 -0.05 0.22
H -3.003201 2.160241 -1.743933 0.19 -0.20 -0.18
H -1.481520 4.044718 -2.075945 -0.13 -0.12 -0.09
H -2.268701 3.929927 -3.651085 0.00 -0.15 0.21
H 0.479659 3.741916 -3.268868 -0.15 -0.16 -0.06
H -0.347744 3.016891 -4.643052 0.05 -0.03 0.27
H 1.039489 1.535607 -2.648163 -0.16 -0.11 0.23
H -0.053393 0.912726 -3.877230 -0.15 -0.04 0.45
H -0.517034 -0.771058 -1.529441 -0.10 0.19 0.04
H -1.281271 -0.546838 -3.106663 0.11 0.26 0.15
H -2.819551 -1.764435 -1.800147 0.26 0.20 -0.15
H -3.516910 -0.192633 -2.081448 0.21 -0.05 -0.09
H -2.166864 -1.042786 0.534532 -0.09 0.09 0.05
H -3.900727 -1.117887 0.211211 0.19 0.09 -0.06
H -3.109084 0.449810 0.262781 0.04 -0.08 0.11
```
Positions in Å, forces in eV/Å.

Properties
- E_tot (Eh) = -805.94965
- ΔE to the lowest compared entry with this formula, charge and spin (kcal/mol) = 50.45
- net charge = 0
- LUMO energy (eV) = -0.68